Record 1
C17H22N4OS | ωB97M-V/def2-TZVPD

CARTESIAN COORDINATES (ANGSTROEM)
C1 -7.04802 -0.20632 0.26083
C2 -5.60735 0.22468 0.01533
C3 -4.62728 -0.87455 0.42094
N1 -3.28046 -0.60148 -0.04952
C4 -2.41021 -1.75408 0.04021
N2 -1.17776 -1.53246 -0.68420
C5 -0.61494 -0.28451 -0.56527
C6 -1.24195 0.69223 0.15071
C7 -0.60092 1.95782 0.38401
O1 -1.04661 2.89566 1.01052
N3 0.65544 2.04748 -0.21874
C8 1.27466 1.10834 -0.97668
S1 2.72639 1.46206 -1.67203
N4 0.62470 -0.08806 -1.13914
C9 1.33500 -1.19074 -1.76024
C10 1.83680 -2.19398 -0.70814
C11 2.67559 -1.47178 0.31022
C12 2.08455 -0.92072 1.43972
C13 2.83279 -0.17263 2.33122
C14 4.18310 0.02797 2.10412
C15 4.78264 -0.52802 0.98699
C16 4.03214 -1.27090 0.09440
C17 -2.64860 0.50580 0.64346
H1 -7.20175 -0.44188 1.31172
H2 -7.73359 0.59057 -0.01533
H3 -7.29204 -1.08844 -0.32716
H4 -5.45938 0.44601 -1.04259
H5 -5.40508 1.13351 0.58255
H6 -4.65216 -1.01083 1.51643
H7 -4.94854 -1.81295 -0.04076
H8 -2.90949 -2.62735 -0.38392
H9 -2.13919 -1.98196 1.09121
H10 -1.12906 -1.95355 -1.59938
H11 1.15081 2.92574 -0.10878
H12 0.69425 -1.68100 -2.49728
H13 2.19045 -0.75250 -2.28048
H14 0.98657 -2.67475 -0.22230
H15 2.42717 -2.95448 -1.22072
H16 1.02894 -1.07348 1.62110
H17 2.35784 0.25985 3.19977
H18 4.76615 0.61849 2.79498
H19 5.83528 -0.37257 0.80398
H20 4.49966 -1.68873 -0.78544
H21 -3.19830 1.42656 0.44103
H22 -2.64810 0.35548 1.74005

Computed properties:
E_HOMO ... -8.10 eV
SMILES ... CCCN1CNc2c(c(=O)[nH]c(=S)n2CCc2ccccc2)C1
Energy relative to the best compared isomer or geometry (same formula, charge and spin) ... 0.017 eV
Orbital gap ... 8.6 eV

Atom charges from the Löwdin analysis, given in e for atoms 1 to 8: -0.114, -0.248, -0.222, -0.155, -0.183, 0.078, -0.198, -0.057

=====

Record 2
C17H22NO2 | ωB97M-V/def2-TZVPD

CARTESIAN COORDINATES (ANGSTROEM)
C1 -3.67774 -1.45751 -1.90620
C2 -2.51816 -1.56188 -1.28379
C3 -2.35808 -1.48466 0.20363
N1 -1.59775 -0.27250 0.61389
C4 -1.05890 -0.43264 1.99646
C5 0.07051 -1.33119 1.89696
C6 0.96110 -2.08331 1.61075
C7 2.08091 -2.72929 0.95068
O1 2.22335 -2.07538 -0.30363
C8 2.70052 -0.78294 -0.24745
C9 3.98031 -0.50916 0.21896
C10 4.47605 0.78079 0.21446
C11 3.69192 1.81751 -0.25742
C12 2.41500 1.56249 -0.72360
C13 1.90444 0.27184 -0.71300
O2 0.60951 -0.00514 -1.15139
C14 0.22524 0.65167 -2.35451
C15 -2.40254 0.96215 0.46658
C16 -1.57544 2.18704 0.72250
C17 -1.95979 3.18591 1.49470
H1 -3.75652 -1.54634 -2.97517
H2 -4.60196 -1.30039 -1.37404
H3 -1.60341 -1.74729 -1.82866
H4 -1.79268 -2.35522 0.54767
H5 -3.33128 -1.46737 0.70060
H6 -0.76334 -0.19684 -0.02328
H7 -1.84232 -0.81968 2.65334
H8 -0.73183 0.54410 2.36511
H9 1.86049 -3.77586 0.72671
H10 2.98761 -2.66632 1.56364
H11 4.59970 -1.32574 0.55779
H12 5.47669 0.97207 0.56738
H13 4.07172 2.82656 -0.27146
H14 1.81575 2.37768 -1.09956
H15 1.04687 0.65820 -3.07071
H16 -0.09834 1.68028 -2.16947
H17 -0.60676 0.08578 -2.77064
H18 -3.24638 0.92036 1.16009
H19 -2.79277 0.98028 -0.55647
H20 -0.62489 2.22097 0.20800
H21 -1.35109 4.06190 1.63019
H22 -2.90572 3.17910 2.01036

Computed properties:
E_HOMO ... -11.78 eV
SMILES ... C=CC[NH+](CC#CCOc1ccccc1OC)CC=C
Energy relative to the best compared isomer or geometry (same formula, charge and spin) ... 4.498 eV
Net charge ... +1
Orbital gap ... 9.7 eV

Atom charges from the Löwdin analysis, given in e for atoms 1 to 8: 0.057, -0.160, -0.121, -0.109, -0.101, 0.018, 0.061, -0.160

=====

Record 3
C17H22NO2 | ωB97M-V/def2-TZVPD

CARTESIAN COORDINATES (ANGSTROEM)
C1 -5.43234 -1.91864 0.41557
C2 -4.18087 -1.17961 0.09030
C3 -3.09861 -1.85195 -0.49500
C4 -1.94123 -1.19232 -0.82096
C5 -1.79909 0.18396 -0.57764
C6 -0.64560 0.98041 -0.90027
C7 0.60003 0.39138 -1.52475
N1 1.75734 0.54467 -0.60664
C8 3.04162 0.25426 -1.29496
C9 4.19133 0.30967 -0.30093
C10 4.05101 -0.79844 0.75361
C11 2.61850 -1.33549 0.79934
C12 1.57387 -0.22889 0.68570
C13 1.60620 0.74128 1.85828
C14 -0.65626 2.30333 -0.62082
C15 -1.78062 2.96245 0.03551
O1 -1.79510 4.11975 0.35185
O2 -2.85442 2.17144 0.31121
C16 -2.88846 0.85608 0.01656
C17 -4.05747 0.17393 0.34183
H1 -6.11822 -1.30056 0.98658
H2 -5.92823 -2.22716 -0.50442
H3 -5.20762 -2.82034 0.98211
H4 -3.18472 -2.90859 -0.69652
H5 -1.14210 -1.75255 -1.28196
H6 0.82161 0.92496 -2.45328
H7 0.48154 -0.66635 -1.75690
H8 1.78544 1.53274 -0.32710
H9 3.18056 0.99421 -2.08559
H10 2.98109 -0.73257 -1.75561
H11 5.12845 0.20110 -0.84473
H12 4.21072 1.29469 0.16923
H13 4.34080 -0.41721 1.73113
H14 4.72079 -1.62567 0.52387
H15 2.46473 -2.06276 0.00058
H16 2.45404 -1.86351 1.73784
H17 0.58190 -0.68831 0.64524
H18 1.43685 0.19730 2.78350
H19 2.56467 1.24575 1.94149
H20 0.81891 1.48793 1.76908
H21 0.16013 2.96434 -0.87323
H22 -4.86118 0.73528 0.79092

Computed properties:
E_HOMO ... -11.74 eV
SMILES ... Cc1ccc2c(C[N@@H+]3CCCC[C@H]3C)cc(=O)oc2c1
Energy relative to the best compared isomer or geometry (same formula, charge and spin) ... 0.041 eV
Net charge ... +1
Orbital gap ... 8.3 eV

Atom charges from the Löwdin analysis, given in e for atoms 1 to 8: -0.031, -0.246, -0.026, -0.017, -0.110, -0.139, -0.049, -0.058

=====

Record 4
C17H22O4 | ωB97M-V/def2-TZVPD

CARTESIAN COORDINATES (ANGSTROEM)
C1 1.39066 3.65234 -1.66590
C2 0.49923 3.46153 -0.41242
C3 0.16751 4.43137 0.53048
C4 -0.54524 4.13399 1.78010
O1 -0.56785 5.03492 2.57494
C5 -0.45218 2.76530 2.27786
C6 -0.02531 1.77314 1.46008
O2 0.11253 0.50138 2.10381
C7 0.81440 -0.54461 1.37425
C8 2.34093 -0.36749 1.80287
C9 0.31383 -1.91829 1.96647
C10 -0.98921 -2.26231 1.09139
C11 -0.91917 -1.37207 -0.22298
C12 -1.09187 -2.17183 -1.54710
C13 -2.38502 -2.86397 -1.84648
C14 -0.07904 -3.36514 -1.66282
O3 -0.94765 -1.27589 -2.68246
C15 0.47180 -0.67103 -0.11944
C16 0.44373 0.78659 -0.75437
O4 -0.80984 1.37176 -0.91211
C17 0.14349 2.03560 -0.05336
H1 1.64197 2.71375 -2.21666
H2 2.28423 4.19547 -1.27263
H3 0.92332 4.21213 -2.39342
H4 0.41780 5.46937 0.28660
H5 -0.92499 2.60833 3.22148
H6 2.63906 0.65766 1.49193
H7 3.07654 -1.08379 1.39318
H8 2.42824 -0.41654 2.95135
H9 1.04884 -2.72305 1.90187
H10 0.04391 -1.82068 3.01186
H11 -1.91268 -2.00120 1.53693
H12 -0.96338 -3.30824 0.96905
H13 -1.77506 -0.58412 -0.21038
H14 -2.40781 -2.95559 -2.93479
H15 -2.44472 -3.87108 -1.43321
H16 -3.25236 -2.36155 -1.42500
H17 -0.16599 -3.89603 -2.64278
H18 0.85218 -3.08178 -1.55259
H19 -0.28312 -4.08453 -0.82070
H20 -1.38351 -0.41302 -2.60558
H21 1.27123 -1.23598 -0.70872
H22 1.00057 0.84520 -1.63062

Computed properties:
E_HOMO ... -9.10 eV
SMILES ... CC1=CC(=O)C=C2O[C@@]3(C)CC[C@H](C(C)(C)O)[C@H]3[C@H]3O[C@@]123
Energy relative to the best compared isomer or geometry (same formula, charge and spin) ... 4.320 eV
Orbital gap ... 8.8 eV

Atom charges from the Löwdin analysis, given in e for atoms 1 to 8: -0.009, -0.107, 0.051, -0.413, 0.091, 0.066, -0.067, 0.004

=====

Record 5
C17H22O5 | ωB97M-V/def2-TZVPD

CARTESIAN COORDINATES (ANGSTROEM)
C1 2.23260 3.21906 3.88478
C2 1.57980 2.63926 2.62494
C3 2.72127 2.17890 1.68206
C4 2.25508 1.93697 0.25958
C5 1.25837 0.80545 0.14007
C6 -0.24827 1.17676 0.33978
O1 -0.60320 2.16374 -0.67596
C7 -0.78860 1.72856 -1.94298
O2 -0.65209 2.44441 -2.91447
C8 -1.12666 0.31334 -2.22895
C9 -1.29445 -0.16747 -3.54630
C10 -1.52392 -1.48646 -3.76854
C11 -1.64403 -2.43113 -2.71683
O3 -1.94048 -3.76028 -2.94449
C12 -2.17638 -4.21148 -4.30555
C13 -1.56478 -1.94000 -1.39787
C14 -1.29898 -0.58453 -1.16959
C15 -1.15762 -0.08699 0.24863
O4 -0.54889 -1.13834 1.03609
C16 -1.00004 -1.31178 2.29351
C17 -0.26467 -2.39253 3.12612
O5 -1.92884 -0.70166 2.80996
H1 1.50648 3.50388 4.63043
H2 2.90372 2.48374 4.34711
H3 2.80765 4.14354 3.67340
H4 1.01344 1.76849 2.97268
H5 0.91608 3.36790 2.15373
H6 3.48446 2.94911 1.64533
H7 3.22382 1.34133 2.14759
H8 3.10349 1.73192 -0.39338
H9 1.83772 2.87068 -0.20496
H10 1.54095 0.01829 0.78347
H11 1.38244 0.40645 -0.87086
H12 -0.39692 1.64157 1.36218
H13 -1.21112 0.57831 -4.33285
H14 -1.56659 -1.75083 -4.80696
H15 -3.06278 -3.70082 -4.73556
H16 -2.41691 -5.29738 -4.31055
H17 -1.29800 -4.03980 -4.89901
H18 -1.67636 -2.63166 -0.57208
H19 -2.16039 0.16705 0.60848
H20 -0.56481 -3.41317 2.85875
H21 -0.44298 -2.24624 4.19488
H22 0.79138 -2.28616 2.91418

Computed properties:
E_HOMO ... -8.92 eV
SMILES ... CCCCC[C@H]1OC(=O)c2ccc(OC)cc2[C@H]1OC(C)=O
Energy relative to the best compared isomer or geometry (same formula, charge and spin) ... 0.561 eV
Orbital gap ... 9.5 eV

Atom charges from the Löwdin analysis, given in e for atoms 1 to 8: -0.124, -0.256, -0.218, -0.203, -0.120, -0.170, 0.061, -0.418